i | Formula: C5H8N2O3
Source: OMol25
Level of theory: wB97M-V/def2-TZVPD

Structure (SMILES): NC(=C=O)C/C=N\C=O.O
2S+1: 1
Gap between HOMO and LUMO, eV: 8.512

Each line ends with the natural charge from an NBO analysis.
Positions of all 18 atoms, in Å:
N: -2.50234 -0.72670 0.21847  -0.818
C: -1.51607 -0.27357 -0.70284  -0.162
C: -1.37375 1.04708 -0.98146  0.717
O: -1.59616 2.11503 -1.40752  -0.414
C: -0.36506 -1.18093 -1.08906  -0.493
C: 0.50716 -0.88580 0.09482  0.248
N: 1.31694 0.13456 0.08562  -0.590
C: 2.38182 0.29166 -0.77850  0.511
O: 2.39187 1.06832 -1.70758  -0.555
H: -2.57509 -0.16702 1.06097  0.383
H: -3.41588 -0.85776 -0.20432  0.378
H: -0.68854 -2.23248 -1.04798  0.244
H: 0.11747 -0.87859 -2.02615  0.244
H: 0.19185 -1.28284 1.06718  0.192
H: 3.30913 -0.19520 -0.41450  0.128
O: 1.24794 1.09586 2.91790  -0.965
H: 1.46067 0.88161 1.99378  0.487
H: 1.10806 2.04680 2.92117  0.464


ii | Formula: C5H8N2O3
Source: OMol25
Level of theory: wB97M-V/def2-TZVPD

2S+1: 1
Gap between HOMO and LUMO, eV: 8.237

Each line ends with the natural charge from an NBO analysis.
Positions of all 18 atoms, in Å:
O: -1.73891 -1.51658 0.75160  -0.499
C: -2.53130 -0.90034 -0.00748  0.535
N: -2.02327 -0.01863 -0.84009  -0.555
C: -0.57278 0.10853 -0.77309  -0.192
C: -0.17929 1.42804 -0.22499  0.266
N: 0.11560 2.48675 0.12824  -0.278
C: -0.13241 -1.10282 0.08155  0.131
C: 0.76877 -0.91968 1.26438  -0.094
O: 1.75604 -0.89647 0.30793  -0.747
H: -3.56349 -1.24194 -0.13697  0.187
H: -2.59642 0.52303 -1.47646  0.431
H: -0.15435 0.03558 -1.78474  0.269
H: -0.01173 -2.00174 -0.53379  0.232
H: 0.55805 0.02859 1.80133  0.154
H: 0.74453 -1.81405 1.91839  0.163
O: 3.56853 1.95150 -0.25570  -0.950
H: 2.93411 1.25718 -0.46985  0.483
H: 3.05832 2.59305 0.24973  0.466


Last place for stability: ii